Density functional theory data (the ωB97M-V functional and the def2-TZVPD basis) for C5H6O in the gas phase.

```
12
C5H6O the ωB97M-V functional and the def2-TZVPD basis
C 0.41132 1.23223 1.13651
C -0.34578 1.15801 -0.19561
C -0.06889 -0.10236 -0.85537
C 0.09977 -1.26525 -1.14808
C -0.45762 -2.54422 -0.75133
O -0.47217 -2.88232 0.40975
H 0.01702 0.49566 1.84418
H 1.47249 1.01237 0.98974
H 0.31264 2.22911 1.57200
H -0.12812 2.00061 -0.85442
H -1.42984 1.15799 -0.01324
H -0.95901 -3.12057 -1.54090
```

Summary:
E_LUMO = 0.54 eV
SMILES string = CCC#CC=O
electronic energy = -269.26174 Eh
HOMO = -0.37032 hartree
energy relative to the best compared isomer or geometry (same formula, charge and spin) = 53.0 kcal per mole
HOMO-LUMO gap = 10.6162 eV

For reference, the Mulliken charges in units of e are: -1.06 -0.29 0.02 -0.12 0.10 -0.45 0.30 0.32 0.32 0.30 0.22 0.33

Density functional theory data (the ωB97M-V functional and the def2-TZVPD basis) for C5H6O in the gas phase at a distorted geometry.

```
12
C5H6O the ωB97M-V functional and the def2-TZVPD basis
C -2.70881 -0.13480 0.07859
C -1.25527 0.08535 0.01041
C -0.06618 0.27867 -0.10473
C 1.34841 0.49369 -0.36718
C 2.46919 -0.29812 0.21007
O 2.00194 -0.52946 -1.09403
H -3.04241 -0.70118 -0.79784
H -3.01024 -0.69704 0.96973
H -3.25353 0.81625 0.08187
H 1.82963 1.44585 -0.23831
H 2.20989 -0.90032 1.06411
H 3.47740 0.14111 0.18730
```

Summary:
E_LUMO = 1.02 eV
SMILES string = CC#C[C@H]1CO1
electronic energy = -269.22111 Eh
HOMO = -0.34008 hartree
energy relative to the best compared isomer or geometry (same formula, charge and spin) = 78.5 kcal per mole
HOMO-LUMO gap = 10.2767 eV

For reference, the Mulliken charges in units of e are: -1.22 1.08 -0.54 -0.15 -0.45 -0.40 0.28 0.30 0.29 0.29 0.27 0.27

Density functional theory data (the ωB97M-V functional and the def2-TZVPD basis) for C5H6O in the gas phase at a distorted geometry.

```
12
C5H6O the ωB97M-V functional and the def2-TZVPD basis
C 1.91111 -0.35780 0.16213
C 0.38996 -0.03327 0.27670
C -0.54537 -0.74408 -0.51154
C -1.71633 -0.01436 -0.27525
C -1.46640 1.14375 0.34769
O -0.17545 1.24262 0.61974
H 2.33304 0.63285 -0.17422
H 2.20896 -1.15743 -0.54426
H 2.44413 -0.64657 1.23045
H -0.46986 -1.79886 -0.82243
H -2.71346 -0.31377 -0.79999
H -2.20032 2.04691 0.49097
```

Summary:
E_LUMO = 1.04 eV
SMILES string = Cc1ccco1
electronic energy = -269.28152 Eh
HOMO = -0.30822 hartree
energy relative to the best compared isomer or geometry (same formula, charge and spin) = 40.6 kcal per mole
HOMO-LUMO gap = 9.4285 eV

For reference, the Mulliken charges in units of e are: -0.91 0.49 -0.39 -0.31 -0.21 -0.32 0.23 0.30 0.23 0.33 0.25 0.29

Density functional theory data (the ωB97M-V functional and the def2-TZVPD basis) for C5H6O2 in the gas phase at a distorted geometry.

```
13
C5H6O2 the ωB97M-V functional and the def2-TZVPD basis
O 0.88298 -2.16637 1.94024
C 0.02281 -1.29758 1.82291
C -0.05851 -0.42551 0.71368
O -1.11751 0.40681 0.60878
C -1.11919 1.10775 -0.46765
C 0.14032 0.89275 -1.24645
C 0.71814 -0.37712 -0.56960
H -0.74649 -1.12549 2.60700
H 0.53692 -1.27850 -1.17335
H -1.93443 1.80511 -0.60117
H -0.02927 0.79035 -2.32173
H 0.79972 1.76393 -1.10287
H 1.79556 -0.31205 -0.40263
```

Summary:
E_LUMO (alpha / beta) = -0.41 / 0.36 eV
electronic energy = -344.49724 Eh
HOMO (alpha / beta) = -0.27814 / -0.29261 hartree
energy relative to the best compared isomer or geometry (same formula, charge and spin) = 65.7 kcal per mole
HOMO-LUMO gap (alpha / beta) = 7.1561 / 8.3198 eV

For reference, the Mulliken charges in units of e are: -0.57 -0.26 0.38 -0.30 -0.25 -0.41 -0.38 0.30 0.24 0.44 0.29 0.24 0.27

Density functional theory data (the ωB97M-V functional and the def2-TZVPD basis) for C5H6O2 in the gas phase.

```
13
C5H6O2 the ωB97M-V functional and the def2-TZVPD basis
O 1.12993 2.09099 0.19870
C 0.61333 1.01930 -0.01166
C 1.45615 -0.25148 -0.07823
O 0.79247 -1.36541 -0.74853
C -0.46947 -1.67715 -0.57692
C -1.16734 -0.66132 0.31936
C -0.86358 0.76737 -0.17664
H 1.69247 -0.57646 0.94515
H 2.38388 -0.06530 -0.62870
H -1.09283 0.82486 -1.25753
H -0.79831 -0.79474 1.35541
H -2.24280 -0.86248 0.32139
H -1.43391 1.55183 0.33820
```

Summary:
E_LUMO = 0.61 eV
electronic energy = -344.49344 Eh
HOMO = -0.31728 hartree
energy relative to the best compared isomer or geometry (same formula, charge and spin) = 68.1 kcal per mole
HOMO-LUMO gap = 9.2426 eV

For reference, the Mulliken charges in units of e are: -0.55 0.48 -0.36 -0.14 -0.30 -0.41 -0.51 0.27 0.33 0.29 0.29 0.31 0.31

Density functional theory data (the ωB97M-V functional and the def2-TZVPD basis) for C5H6O2 in the gas phase at a distorted geometry.

```
13
C5H6O2 the ωB97M-V functional and the def2-TZVPD basis
C -1.19653 -0.31230 -0.84082
C -2.25071 -1.00335 -0.92292
C -0.04063 0.56373 -1.21400
C 0.73828 -0.00914 0.20519
C -0.61054 -0.52696 0.67358
O -0.73095 -1.78199 1.04281
O -1.06575 0.42438 1.51684
H 0.21381 0.34996 -2.22033
H -0.20126 1.56868 -1.11301
H 1.38382 -0.85983 -0.12130
H 1.42017 0.74358 0.62047
H -1.38977 -2.34707 0.59944
H -1.56129 -0.11663 2.17772
```

Summary:
E_LUMO = -0.15 eV
electronic energy = -344.39457 Eh
HOMO = -0.36124 hartree
energy relative to the best compared isomer or geometry (same formula, charge and spin) = 130.1 kcal per mole
HOMO-LUMO gap = 9.6757 eV

For reference, the Mulliken charges in units of e are: 0.57 -1.09 -0.56 -1.00 1.10 -0.52 -0.47 0.31 0.26 0.26 0.34 0.41 0.37

Density functional theory data (the ωB97M-V functional and the def2-TZVPD basis) for C5H6O2 in the gas phase.

```
13
C5H6O2 the ωB97M-V functional and the def2-TZVPD basis
C -0.93810 -1.00885 0.10517
C -0.10691 0.22791 -0.13795
O 1.10282 0.06514 -0.81802
C 1.93012 -0.97580 -0.53041
O 1.77741 -1.81010 0.31569
C -0.57365 1.51441 0.06254
C -1.46282 2.46142 0.10975
H -0.97512 -1.59702 -0.82530
H -1.95559 -0.70231 0.35405
H -0.53514 -1.66930 0.87565
H 0.42668 1.32620 0.77197
H 2.78945 -0.92409 -1.21217
H -1.45081 3.11406 0.98264
```

Summary:
E_LUMO (alpha / beta) = -0.19 / -0.19 eV
electronic energy = -344.40329 Eh
HOMO (alpha / beta) = -0.30052 / -0.30049 hartree
energy relative to the best compared isomer or geometry (same formula, charge and spin) = 124.6 kcal per mole
HOMO-LUMO gap (alpha / beta) = 7.9905 / 7.9892 eV

For reference, the Mulliken charges in units of e are: -1.15 0.50 -0.24 0.14 -0.44 -0.08 -0.51 0.32 0.37 0.32 0.22 0.36 0.20

Density functional theory data (the ωB97M-V functional and the def2-TZVPD basis) for 2 unconnected molecules or ions with the total composition C5H6O2.

```
13
C5H6O2 the ωB97M-V functional and the def2-TZVPD basis
C -1.27610 1.54117 0.03084
C -0.71937 0.60192 0.54220
C -0.13163 -0.56391 1.21525
C 0.14028 -1.74284 0.27501
H -1.74480 2.37938 -0.43436
H 0.79352 -0.26450 1.72147
H -0.82133 -0.87728 2.00610
H 0.95634 -1.50942 -0.41132
H 0.41576 -2.62960 0.85402
H -0.74712 -1.98719 -0.31542
O 1.70967 0.83575 -1.38318
C 1.03907 1.68238 -1.82299
O 0.38572 2.53414 -2.27762
```

Summary:
E_LUMO = 0.74 eV
SMILES string = C#CCC.O=C=O
electronic energy = -344.56945 Eh
HOMO = -0.37136 hartree
energy relative to the best compared isomer or geometry (same formula, charge and spin) = 20.4 kcal per mole
HOMO-LUMO gap = 10.8479 eV

For reference, the Mulliken charges in units of e are: -0.20 -0.15 -0.48 -1.01 0.40 0.25 0.30 0.27 0.32 0.31 -0.39 0.77 -0.40

Density functional theory data (the ωB97M-V functional and the def2-TZVPD basis) for C5H6O2 in the gas phase at a distorted geometry.

```
13
C5H6O2 the ωB97M-V functional and the def2-TZVPD basis
O 2.05476 1.21360 -1.07784
C 1.78945 -0.00832 -0.41247
C 0.31014 -0.31719 0.07381
C -0.77299 0.51928 0.62472
C -1.78954 -0.56298 0.93743
C -0.97602 -0.77542 -0.35220
O -1.24223 1.55031 0.13053
H 1.75486 1.95019 -0.53106
H 2.47713 -0.08849 0.45165
H 2.15200 -0.77037 -1.10898
H -2.76673 -0.07089 1.01299
H -1.68019 -1.46138 1.54844
H -1.31065 -1.17833 -1.29701
```

Summary:
E_LUMO = 0.17 eV
electronic energy = -344.42846 Eh
HOMO = -0.34029 hartree
energy relative to the best compared isomer or geometry (same formula, charge and spin) = 108.8 kcal per mole
HOMO-LUMO gap = 9.4343 eV

For reference, the Mulliken charges in units of e are: -0.49 -0.52 0.22 0.48 -0.55 -0.35 -0.62 0.33 0.28 0.32 0.28 0.27 0.36

Density functional theory data (the ωB97M-V functional and the def2-TZVPD basis) for a molecular structure, C5H6O2 at a distorted geometry.

```
13
C5H6O2 the ωB97M-V functional and the def2-TZVPD basis
O -1.99242 0.60914 -1.58918
C -1.49304 -0.19442 -0.83521
C -0.15812 -0.06012 -0.21111
C 0.55274 0.99837 0.74544
C 0.86729 0.95809 -0.64320
C 0.27238 -1.15490 0.69160
O 1.40601 -0.51308 1.20395
H -2.01383 -1.15868 -0.60006
H 0.42972 1.32076 1.73077
H -0.55353 -1.10453 1.41605
H 1.88417 0.62668 -0.57638
H 0.53924 1.62365 -1.43141
H 0.29463 -2.19232 0.32528
```

Summary:
E_LUMO = 0.51 eV
electronic energy = -344.41929 Eh
HOMO = -0.36038 hartree
energy relative to the best compared isomer or geometry (same formula, charge and spin) = 114.6 kcal per mole
HOMO-LUMO gap = 10.3129 eV

For reference, the Mulliken charges in units of e are: -0.49 -0.27 0.56 -0.30 -0.54 -0.55 -0.54 0.31 0.54 0.31 0.24 0.34 0.38